Entry from the OMol25 dataset: a cluster of 10 separate species, C45H98F15N5O14 in total at a distorted geometry (ωB97M-V with the def2-TZVPD basis set).

total charge = 0
frontier orbital gap = 6.471 eV
2S+1 = 1

Each atom is followed by the atoms it is bonded to, with distances in Å.
Positions of all 177 atoms, in Å:
1 C 21.640 13.906 15.686  C2 1.541, H11 1.073, H12 1.097, H13 1.097
2 C 20.297 13.238 16.042  C1 1.541, C3 1.528, H14 1.121, H15 1.092
3 C 19.357 12.853 14.901  C2 1.528, C4 1.505, H16 1.092, H17 1.077
4 C 19.906 11.568 14.344  C3 1.505, N5 1.553, H18 1.062, H19 1.074
5 N 19.352 11.073 12.980  C4 1.553, C6 1.514, C9 1.601, C10 1.517
6 C 17.923 10.598 13.127  N5 1.514, C7 1.531, H20 1.130, H21 1.043
7 C 17.260 11.075 11.832  C6 1.531, C8 1.583, H22 1.089, H23 1.081
8 C 17.860 12.539 11.774  C7 1.583, C9 1.534, H24 1.093, H25 1.079
9 C 19.360 12.241 11.885  N5 1.601, C8 1.534, H26 1.054, H27 1.088
10 C 20.257 9.959 12.486  N5 1.517, H28 1.085, H29 1.071, H30 1.106
11 H 22.115 13.373 14.886  C1 1.073
12 H 22.336 13.847 16.532  C1 1.097
13 H 21.425 14.958 15.460  C1 1.097
14 H 19.670 13.735 16.826  C2 1.121
15 H 20.559 12.348 16.619  C2 1.092
16 H 19.558 13.642 14.174  C3 1.092
17 H 18.328 12.714 15.186  C3 1.077
18 H 19.740 10.729 14.973  C4 1.062
19 H 20.975 11.632 14.266  C4 1.074
20 H 18.034 9.489 13.316  C6 1.130
21 H 17.508 11.026 13.982  C6 1.043
22 H 17.544 10.551 10.920  C7 1.089
23 H 16.194 11.044 12.012  C7 1.081
24 H 17.485 13.052 10.885  C8 1.093
25 H 17.484 13.149 12.580  C8 1.079
26 H 19.809 11.843 11.019  C9 1.054
27 H 19.889 13.047 12.389  C9 1.088
28 H 21.202 10.426 12.232  C10 1.085
29 H 19.791 9.495 11.641  C10 1.071
30 H 20.439 9.298 13.353  C10 1.106
31 C 15.548 16.169 20.664  C32 1.564, H40 1.091, H41 1.076, H42 1.100
32 C 15.885 15.522 19.280  C31 1.564, C33 1.530, N36 1.451, H43 1.103
33 C 16.892 14.406 19.562  C32 1.530, O34 1.403, H44 1.079, H45 1.089
34 O 16.891 13.511 18.481  C33 1.403, C35 1.398
35 C 17.528 12.297 18.754  O34 1.398, H46 1.084, H47 1.088, H48 1.069
36 N 14.707 15.073 18.561  C32 1.451, H37 1.156, H38 1.017, H39 1.043
37 H 14.082 16.027 18.374  N36 1.156
38 H 14.904 14.575 17.696  N36 1.017
39 H 14.077 14.477 19.139  N36 1.043
40 H 15.188 17.197 20.604  C31 1.091
41 H 16.439 16.161 21.267  C31 1.076
42 H 14.808 15.545 21.186  C31 1.100
43 H 16.294 16.301 18.616  C32 1.103
44 H 16.652 13.897 20.483  C33 1.079
45 H 17.879 14.852 19.673  C33 1.089
46 H 16.971 11.622 19.393  C35 1.084
47 H 18.456 12.450 19.303  C35 1.088
48 H 17.661 11.795 17.820  C35 1.069
49 C 18.248 16.609 24.813  C50 1.549, H58 1.070, H59 1.066, H60 1.154
50 C 17.835 15.407 23.928  C49 1.549, C51 1.517, N54 1.481, H61 1.085
51 C 18.566 14.185 24.448  C50 1.517, O52 1.358, H62 1.049, H63 1.084
52 O 18.251 13.109 23.682  C51 1.358, C53 1.414
53 C 19.284 12.150 23.795  O52 1.414, H64 1.051, H65 1.090, H66 1.111
54 N 16.359 15.302 23.850  C50 1.481, H55 1.017, H56 1.019
55 H 16.052 14.529 23.264  N54 1.017
56 H 15.868 15.165 24.732  N54 1.019
57 H 14.870 16.608 23.416  O165 0.985
58 H 17.536 17.408 24.808  C49 1.070
59 H 19.181 16.998 24.474  C49 1.066
60 H 18.368 16.228 25.895  C49 1.154
61 H 18.182 15.493 22.904  C50 1.085
62 H 18.265 14.019 25.439  C51 1.049
63 H 19.628 14.379 24.339  C51 1.084
64 H 18.958 11.214 23.445  C53 1.051
65 H 19.630 11.994 24.816  C53 1.090
66 H 20.201 12.434 23.236  C53 1.111
67 C 10.149 13.558 16.292  C68 1.566, H76 1.147, H77 1.091, H78 1.077
68 C 10.738 15.004 16.422  C67 1.566, C69 1.565, N72 1.456, H79 1.067
69 C 9.611 16.044 16.733  C68 1.565, O70 1.402, H80 1.076, H81 1.086
70 O 10.302 17.263 16.717  C69 1.402, C71 1.422
71 C 9.532 18.415 17.036  O70 1.422, H82 1.096, H83 1.086, H84 1.079
72 N 11.878 14.984 17.327  C68 1.456, H73 1.034, H74 1.052
73 H 12.280 15.927 17.464  N72 1.034
74 H 11.730 14.483 18.240  N72 1.052
75 H 13.114 14.203 16.515  O135 1.030
76 H 10.014 13.116 17.342  C67 1.147
77 H 10.779 12.893 15.699  C67 1.091
78 H 9.178 13.462 15.834  C67 1.077
79 H 11.178 15.301 15.496  C68 1.067
80 H 9.207 15.736 17.681  C69 1.076
81 H 8.888 16.018 15.923  C69 1.086
82 H 9.089 18.375 18.038  C71 1.096
83 H 8.723 18.593 16.335  C71 1.086
84 H 10.249 19.221 17.054  C71 1.079
85 C 9.499 15.929 21.212  C86 1.572, H94 1.053, H95 1.114, H96 1.076
86 C 10.498 16.881 20.459  C85 1.572, C87 1.545, N90 1.475, H97 1.089
87 C 10.229 18.360 20.819  C86 1.545, O88 1.416, H98 1.113, H99 1.088
88 O 11.132 19.085 20.005  C87 1.416, C89 1.433
89 C 10.744 20.462 19.919  O88 1.433, H100 1.106, H101 1.079, H102 1.074
90 N 11.895 16.472 20.699  C86 1.475, H91 1.075, H92 1.048, H93 1.133
91 H 12.488 16.957 19.944  N90 1.075
92 H 12.215 16.771 21.652  N90 1.048
93 H 12.060 15.354 20.614  N90 1.133
94 H 8.502 16.258 21.131  C85 1.053
95 H 9.797 15.878 22.284  C85 1.114
96 H 9.594 14.935 20.809  C85 1.076
97 H 10.413 16.745 19.382  C86 1.089
98 H 10.413 18.530 21.904  C87 1.113
99 H 9.192 18.540 20.544  C87 1.088
100 H 9.853 20.554 19.269  C89 1.106
101 H 11.509 21.073 19.465  C89 1.079
102 H 10.432 20.803 20.889  C89 1.074
103 C 12.335 13.111 21.215  O104 1.442, O105 1.352, C106 1.546, H117 1.176
104 O 11.203 13.472 22.032  C103 1.442, C110 1.454
105 O 12.622 14.085 20.323  C103 1.352
106 C 13.456 12.688 22.192  C103 1.546, F107 1.340, F108 1.357, F109 1.342
107 F 14.519 12.086 21.641  C106 1.340
108 F 13.973 13.744 22.869  C106 1.357
109 F 12.976 11.913 23.176  C106 1.342
110 C 10.133 12.491 22.108  O104 1.454, C111 1.510, H115 1.115, H116 1.062
111 C 9.315 12.739 23.353  C110 1.510, H112 1.092, H113 1.109, H114 1.104
112 H 9.959 12.550 24.215  C111 1.092
113 H 8.970 13.793 23.346  C111 1.109
114 H 8.395 12.130 23.350  C111 1.104
115 H 10.543 11.462 22.240  C110 1.115
116 H 9.468 12.593 21.287  C110 1.062
117 H 12.140 12.062 20.721  C103 1.176
118 C 20.779 10.453 18.493  O119 1.498, O120 1.281, C121 1.580, H132 1.081
119 O 21.891 11.418 18.767  C118 1.498, C125 1.395
120 O 21.017 9.551 17.615  C118 1.281
121 C 20.642 9.903 19.968  C118 1.580, F122 1.329, F123 1.368, F124 1.396
122 F 21.552 9.000 20.319  C121 1.329
123 F 20.471 10.809 20.978  C121 1.368
124 F 19.454 9.171 20.026  C121 1.396
125 C 23.201 11.360 18.290  O119 1.395, C126 1.535, H130 1.121, H131 1.144
126 C 24.154 11.469 19.488  C125 1.535, H127 1.093, H128 1.116, H129 1.099
127 H 25.170 11.706 19.161  C126 1.093
128 H 23.723 12.234 20.176  C126 1.116
129 H 24.142 10.512 20.028  C126 1.099
130 H 23.388 12.335 17.769  C125 1.121
131 H 23.351 10.437 17.630  C125 1.144
132 H 19.899 11.068 18.364  C118 1.081
133 C 13.651 12.633 15.512  O134 1.350, O135 1.390, C136 1.521, H147 1.081
134 O 13.176 11.782 16.447  C133 1.350, C140 1.484
135 O 13.903 13.941 15.906  H75 1.030, C133 1.390
136 C 14.866 12.190 14.713  C133 1.521, F137 1.363, F138 1.348, F139 1.346
137 F 14.787 12.543 13.399  C136 1.363
138 F 16.018 12.674 15.218  C136 1.348
139 F 15.042 10.857 14.645  C136 1.346
140 C 13.921 11.701 17.728  O134 1.484, C141 1.512, H145 1.110, H146 1.083
141 C 14.605 10.367 17.924  C140 1.512, H142 1.082, H143 1.077, H144 1.077
142 H 15.396 10.256 17.195  C141 1.082
143 H 15.096 10.359 18.883  C141 1.077
144 H 13.973 9.500 17.839  C141 1.077
145 H 13.224 11.897 18.569  C140 1.110
146 H 14.642 12.506 17.650  C140 1.083
147 H 12.902 12.608 14.733  C133 1.081
148 C 13.384 18.253 17.474  O149 1.406, O150 1.394, C151 1.545, H162 1.094
149 O 13.358 17.664 16.198  C148 1.406, C155 1.436
150 O 13.429 17.226 18.416  C148 1.394
151 C 14.620 19.168 17.623  C148 1.545, F152 1.403, F153 1.371, F154 1.397
152 F 14.821 20.075 16.572  C151 1.403
153 F 14.550 19.928 18.762  C151 1.371
154 F 15.783 18.396 17.653  C151 1.397
155 C 12.882 18.409 15.068  O149 1.436, C156 1.536, H160 1.064, H161 1.086
156 C 13.453 17.724 13.817  C155 1.536, H157 1.119, H158 1.090, H159 1.062
157 H 14.517 18.031 13.661  C156 1.119
158 H 13.412 16.641 13.699  C156 1.090
159 H 12.925 18.101 12.976  C156 1.062
160 H 13.233 19.409 15.169  C155 1.064
161 H 11.798 18.380 15.133  C155 1.086
162 H 12.556 18.958 17.595  C148 1.094
163 C 14.652 18.506 23.296  O164 1.400, O165 1.455, C166 1.546, H177 1.121
164 O 16.034 18.529 23.074  C163 1.400, C170 1.523
165 O 14.095 17.167 23.176  H57 0.985, C163 1.455
166 C 14.365 18.920 24.757  C163 1.546, F167 1.377, F168 1.352, F169 1.312
167 F 13.011 18.963 25.001  C166 1.377
168 F 14.951 18.172 25.719  C166 1.352
169 F 14.803 20.147 24.911  C166 1.312
170 C 16.636 19.341 21.935  O164 1.523, C171 1.531, H175 1.076, H176 1.067
171 C 18.135 19.452 22.227  C170 1.531, H172 1.110, H173 1.137, H174 1.084
172 H 18.362 19.560 23.308  C171 1.110
173 H 18.678 18.539 21.821  C171 1.137
174 H 18.492 20.389 21.813  C171 1.084
175 H 16.101 20.270 22.021  C170 1.076
176 H 16.335 18.918 21.003  C170 1.067
177 H 14.005 19.096 22.596  C163 1.121